Computed, not measured: a 3-piece molecular cluster, C46H68ClFN4O8 overall, with the ωB97M-V functional and the def2-TZVPD basis.

Last columns: bonded neighbours and bond lengths (Å).
Element x y z (Å)
1 C 6.589 -0.873 -0.949  C2 1.623, H47 1.154, H48 1.158, H49 1.140
2 C 6.435 -2.209 -1.857  C1 1.623, C3 1.607, C4 1.638, C5 1.595
3 C 6.489 -1.798 -3.409  C2 1.607, H50 1.159, H51 1.140, H52 1.156
4 C 7.815 -3.048 -1.583  C2 1.638, H53 1.155, H54 1.141, H55 1.149
5 C 5.247 -3.182 -1.427  C2 1.595, C6 1.596, H56 1.159, H57 1.153
6 C 3.758 -2.728 -1.782  C5 1.596, C7 1.643, C8 1.633, C9 1.598
7 C 2.777 -3.801 -1.017  C6 1.643, H58 1.146, H59 1.141, H60 1.152
8 C 3.363 -2.905 -3.357  C6 1.633, H61 1.156, H62 1.141, H63 1.153
9 C 3.316 -1.292 -1.239  C6 1.598, C10 1.580, C46 1.549
10 C 3.009 -1.191 0.308  C9 1.580, C11 1.573, H64 1.146
11 C 2.525 0.143 0.986  C10 1.573, C12 1.550, H65 1.142
12 C 2.318 1.422 0.135  C11 1.550, O13 1.425, C45 1.558
13 O 1.839 2.590 0.797  C12 1.425, C14 1.449
14 C 0.428 2.805 0.552  O13 1.449, C15 1.628, H66 1.157, H67 1.152
15 C -0.519 1.656 1.211  C14 1.628, O16 1.448, H68 1.160, H69 1.146
16 O -1.243 1.058 0.109  C15 1.448, C17 1.465
17 C -2.090 -0.043 0.576  O16 1.465, C18 1.605, H70 1.154, H71 1.157
18 C -3.225 -0.231 -0.543  C17 1.605, C19 1.591, H72 1.151, H73 1.158
19 C -3.232 -1.656 -1.248  C18 1.591, C20 1.576, C40 1.557
20 C -4.559 -2.503 -1.175  C19 1.576, C21 1.597, C27 1.565
21 C -5.881 -2.000 -0.434  C20 1.597, O22 1.259, O23 1.412
22 O -6.621 -1.168 -1.020  C21 1.259
23 O -6.248 -2.418 0.865  C21 1.412, C24 1.464
24 C -5.304 -3.437 1.326  O23 1.464, O25 1.282, O26 1.374
25 O -4.276 -3.032 1.977  C24 1.282
26 O -5.472 -4.786 1.126  C24 1.374
27 C -4.642 -3.898 -1.881  C20 1.565, C28 1.595, C32 1.546
28 C -5.936 -4.831 -1.904  C27 1.595, C29 1.628, H74 1.145, H75 1.143
29 C -6.761 -4.454 -3.255  C28 1.628, O30 1.250, Cl31 1.838
30 O -7.423 -3.394 -3.297  C29 1.250
31 Cl -6.745 -5.508 -4.761  C29 1.838
32 C -3.374 -4.377 -2.626  C27 1.546, N33 1.444, H76 1.147
33 N -2.174 -3.575 -2.683  C32 1.444, C34 1.497, C40 1.465
34 C -1.041 -4.145 -3.478  N33 1.497, C35 1.537, N39 1.418
35 C -0.842 -3.683 -4.930  C34 1.537, C36 1.564, H77 1.152
36 C 0.279 -4.179 -5.902  C35 1.564, C37 1.578, H78 1.136
37 C 1.241 -5.205 -5.185  C36 1.578, C38 1.543, H79 1.147
38 C 0.907 -5.518 -3.712  C37 1.543, N39 1.416, H80 1.156
39 N -0.148 -5.071 -2.880  C34 1.418, C38 1.416
40 C -2.038 -2.266 -2.039  C19 1.557, N33 1.465, C41 1.595
41 C -0.648 -1.497 -2.183  C40 1.595, C42 1.625, H81 1.157, H82 1.146
42 C -0.616 -0.643 -3.565  C41 1.625, O43 1.239, F44 1.422
43 O 0.491 -0.222 -3.928  C42 1.239
44 F -1.850 -0.424 -4.237  C42 1.422
45 C 2.653 1.324 -1.384  C12 1.558, C46 1.575, H83 1.142
46 C 3.136 -0.003 -2.079  C9 1.549, C45 1.575, H84 1.138
47 H 7.661 -0.489 -1.143  C1 1.154
48 H 5.901 -0.069 -1.418  C1 1.158
49 H 6.352 -1.034 0.154  C1 1.140
50 H 7.605 -1.806 -3.721  C3 1.159
51 H 6.042 -0.779 -3.660  C3 1.140
52 H 6.016 -2.667 -4.007  C3 1.156
53 H 7.912 -3.241 -0.448  C4 1.155
54 H 8.739 -2.516 -1.988  C4 1.141
55 H 7.701 -4.083 -2.069  C4 1.149
56 H 5.443 -4.216 -1.910  C5 1.159
57 H 5.335 -3.350 -0.289  C5 1.153
58 H 1.751 -3.294 -0.946  C7 1.146
59 H 3.196 -3.974 0.029  C7 1.141
60 H 2.699 -4.766 -1.642  C7 1.152
61 H 3.799 -1.998 -3.927  C8 1.156
62 H 3.744 -3.884 -3.801  C8 1.141
63 H 2.217 -2.783 -3.423  C8 1.153
64 H 3.124 -2.077 1.027  C10 1.146
65 H 2.297 0.160 2.104  C11 1.142
66 H 0.069 3.833 0.940  C14 1.157
67 H 0.244 2.814 -0.585  C14 1.152
68 H -1.304 2.226 1.847  C15 1.160
69 H 0.079 0.894 1.825  C15 1.146
70 H -2.628 0.256 1.551  C17 1.154
71 H -1.478 -1.004 0.775  C17 1.157
72 H -4.235 0.063 -0.075  C18 1.151
73 H -3.043 0.548 -1.381  C18 1.158
74 H -6.661 -4.632 -1.041  C28 1.145
75 H -5.638 -5.929 -2.018  C28 1.143
76 H -3.424 -5.402 -3.139  C32 1.147
77 H -1.585 -2.902 -5.337  C35 1.152
78 H 0.413 -3.826 -6.973  C36 1.136
79 H 2.128 -5.675 -5.739  C37 1.147
80 H 1.648 -6.243 -3.201  C38 1.156
81 H 0.272 -2.197 -2.205  C41 1.157
82 H -0.434 -0.735 -1.353  C41 1.146
83 H 2.524 2.264 -2.021  C45 1.142
84 H 3.340 -0.029 -3.199  C46 1.138
85 C 3.219 4.598 2.800  C86 1.524, H92 1.094, H93 1.094, H94 1.093
86 C 3.800 5.994 2.985  C85 1.524, N87 1.459, H95 1.096, H96 1.097
87 N 4.403 6.540 1.774  C86 1.459, C88 1.461, C90 1.459
88 C 5.218 7.728 2.016  N87 1.461, C89 1.527, H97 1.096, H98 1.097
89 C 4.512 8.979 2.536  C88 1.527, H99 1.091, H100 1.094, H101 1.092
90 C 3.543 6.602 0.597  N87 1.459, C91 1.528, H102 1.096, H103 1.096
91 C 2.237 7.388 0.711  C90 1.528, H104 1.092, H105 1.095, H106 1.090
92 H 3.964 3.911 2.389  C85 1.094
93 H 2.893 4.200 3.765  C85 1.094
94 H 2.349 4.603 2.139  C85 1.093
95 H 4.572 5.919 3.760  C86 1.096
96 H 3.021 6.655 3.385  C86 1.097
97 H 5.763 7.986 1.100  C88 1.096
98 H 6.000 7.459 2.736  C88 1.097
99 H 3.927 9.467 1.756  C89 1.091
100 H 5.256 9.706 2.875  C89 1.094
101 H 3.858 8.766 3.385  C89 1.092
102 H 3.294 5.576 0.303  C90 1.096
103 H 4.115 6.992 -0.252  C90 1.096
104 H 1.687 7.158 1.626  C91 1.092
105 H 1.584 7.134 -0.130  C91 1.095
106 H 2.406 8.463 0.667  C91 1.090
107 C -4.781 2.967 4.601  C108 1.524, H114 1.094, H115 1.094, H116 1.094
108 C -5.802 2.059 3.927  C107 1.524, N109 1.458, H117 1.096, H118 1.097
109 N -5.380 0.665 3.843  C108 1.458, C110 1.463, C112 1.459
110 C -6.205 -0.139 2.942  N109 1.463, C111 1.527, H119 1.094, H120 1.097
111 C -7.673 -0.337 3.312  C110 1.527, H121 1.091, H122 1.094, H123 1.093
112 C -5.025 0.022 5.104  N109 1.459, C113 1.528, H124 1.096, H125 1.096
113 C -6.080 -0.009 6.209  C112 1.528, H126 1.092, H127 1.095, H128 1.090
114 H -3.800 2.883 4.123  C107 1.094
115 H -5.102 4.010 4.524  C107 1.094
116 H -4.670 2.738 5.665  C107 1.094
117 H -5.950 2.444 2.911  C108 1.096
118 H -6.765 2.162 4.442  C108 1.097
119 H -5.739 -1.120 2.806  C110 1.094
120 H -6.168 0.325 1.948  C110 1.097
121 H -7.789 -1.039 4.139  C111 1.091
122 H -8.211 -0.762 2.460  C111 1.094
123 H -8.168 0.601 3.573  C111 1.093
124 H -4.134 0.521 5.502  C112 1.096
125 H -4.691 -1.003 4.907  C112 1.096
126 H -6.568 0.958 6.350  C113 1.092
127 H -5.605 -0.272 7.160  C113 1.095
128 H -6.845 -0.761 6.019  C113 1.090

Values from the calculation:
- Molar mass: 859.521 g mol⁻¹
- Total charge: 0
- Orbital gap: 5.4924 eV